{
  "formula": "C5H11ClLuNPtS",
  "method": "ωB97M-V/def2-TZVPD",
  "elements": ["Lu", "Cl", "C", "C", "H", "H", "H", "H", "H", "H", "Pt", "C", "C", "H", "H", "H", "H", "H", "S", "C", "N"],
  "xyz": [[0.916, -0.613, -0.636], [2.350, -2.548, -0.823], [2.114, 1.122, -1.420], [-0.648, -1.006, -2.238], [1.793, 1.374, -2.443], [2.065, 2.036, -0.815], [3.166, 0.798, -1.473], [-0.432, -0.326, -3.076], [-1.704, -0.891, -1.983], [-0.489, -2.026, -2.614], [-1.154, 0.476, 1.139], [-2.039, -0.964, 2.302], [-1.278, 1.792, -0.192], [-3.114, -0.986, 2.090], [-1.561, -1.904, 2.002], [-1.838, -0.749, 3.357], [-1.987, 1.676, -1.038], [-0.608, 2.679, -0.251], [2.325, 0.079, 3.884], [1.387, 0.023, 2.638], [0.737, -0.042, 1.590]],
  "atomic_forces_ev_per_a": [[-1.42, 1.15, 0.86], [0.83, -1.11, -0.05], [0.71, 0.50, -0.45], [-0.30, -0.40, -0.70], [0.07, 0.05, 0.06], [-0.02, -0.06, -0.02], [0.07, 0.18, -0.07], [-0.05, 0.04, -0.06], [-0.01, 0.01, 0.05], [-0.12, -0.13, -0.17], [-2.59, -1.21, 0.15], [0.18, -0.73, 1.05], [1.43, 2.61, -2.23], [0.00, -0.15, 0.13], [-0.29, -0.27, 0.32], [-0.25, -0.39, 0.25], [0.19, 0.33, 0.41], [-0.65, -0.08, -0.47], [1.25, 0.15, 2.04], [-3.00, -0.40, -5.33], [3.98, -0.11, 4.22]],
  "mulliken_charge": [1.10, -0.72, -1.22, -1.30, 0.23, 0.23, 0.34, 0.23, 0.29, 0.34, 0.02, -1.09, -0.81, 0.28, 0.15, 0.24, 0.30, 0.23, -0.59, 0.42, -0.68],
  "charge": -2,
  "orbital_gap_ev": [3.76, 4.79],
  "s2": 2.02,
  "e_above_lowest_kj_mol": 31.79,
  "spin_multiplicity": 3,
  "largest_force_ev_per_a": 6.129
}